*i*
A cluster of 2 separate species, C4H13NOS in total. Source: the OMol25 dataset; level of theory: wB97M-V/def2-TZVPD.

frontier orbital gap = 9.3 eV
structure (SMILES) = CCNCCS.O
HOMO energy = -8.643 eV

Last column: Löwdin charge in e.
Positions of all 20 atoms, in Å:
1 C 1.62 1.67 0.97  -0.09
2 C 1.17 0.23 1.09  -0.31
3 N 0.66 -0.31 -0.16  -0.10
4 C 0.59 -1.75 -0.20  -0.30
5 C -0.69 -2.37 0.42  -0.55
6 S -2.33 -1.70 -0.12  0.67
7 H 1.30 2.42 1.70  0.06
8 H 1.16 1.98 0.03  0.07
9 H 2.67 1.93 0.79  0.07
10 H 1.99 -0.43 1.41  0.10
11 H 0.53 0.06 1.98  0.11
12 H -0.25 0.10 -0.41  0.08
13 H 0.57 -2.08 -1.24  0.10
14 H 1.42 -2.18 0.35  0.11
15 H -0.67 -2.18 1.49  0.05
16 H -0.68 -3.45 0.34  0.07
17 H -2.32 -2.49 -1.24  -0.13
18 O -1.90 3.64 -2.20  -0.06
19 H -2.61 3.06 -1.93  0.02
20 H -2.24 3.87 -3.08  0.04

*ii*
A cluster of 2 separate species, C4H13NOS in total. Source: the OMol25 dataset; level of theory: wB97M-V/def2-TZVPD.

frontier orbital gap = 9.8 eV
structure (SMILES) = C[C@H](N)CCS.O
HOMO energy = -9.018 eV

Last column: Löwdin charge in e.
Positions of all 20 atoms, in Å:
1 C -0.37 -1.87 -0.34  -0.06
2 C 0.37 -0.55 -0.59  -0.49
3 N 1.56 -0.66 -1.39  0.04
4 C 0.71 0.10 0.75  -0.27
5 C 1.24 1.51 0.65  -0.54
6 S -0.03 2.85 0.63  0.67
7 H 0.14 -2.41 0.46  0.08
8 H -1.34 -1.63 0.11  0.06
9 H -0.40 -2.50 -1.21  0.07
10 H -0.33 0.14 -1.06  0.14
11 H 1.35 -0.94 -2.34  0.07
12 H 2.21 -1.34 -1.00  0.08
13 H 1.49 -0.44 1.28  0.11
14 H -0.14 0.03 1.43  0.10
15 H 1.77 1.63 -0.29  0.06
16 H 1.91 1.78 1.46  0.06
17 H 0.05 3.14 -0.67  -0.16
18 O -3.68 0.38 0.40  -0.07
19 H -3.65 0.92 1.20  0.04
20 H -2.87 -0.14 0.53  0.00

*iii*
A cluster of 2 separate species, C4H13NOS in total. Source: the OMol25 dataset; level of theory: wB97M-V/def2-TZVPD.

frontier orbital gap = 8.6 eV
structure (SMILES) = CN[C@@H](C)CS.O
HOMO energy = -8.005 eV

Last column: Löwdin charge in e.
Positions of all 20 atoms, in Å:
1 C 2.98 -0.06 -0.46  -0.15
2 N 1.56 0.28 -0.32  -0.13
3 C 0.56 -0.06 0.79  -0.38
4 C 0.05 1.32 1.33  -0.07
5 C -0.59 -1.10 0.20  -0.52
6 S -1.75 -1.54 1.51  0.64
7 H 3.16 -0.57 -1.39  0.04
8 H 3.20 -0.80 0.36  0.08
9 H 3.71 0.84 -0.44  0.09
10 H 1.33 1.06 -0.97  0.11
11 H 0.96 -0.64 1.71  0.13
12 H -0.74 1.18 1.90  -0.01
13 H -0.38 1.75 0.40  0.09
14 H 0.80 1.97 1.77  0.08
15 H -0.18 -1.93 -0.32  0.04
16 H -1.25 -0.48 -0.40  0.04
17 H -2.96 -0.97 0.96  -0.09
18 O -0.92 2.07 -3.56  -0.13
19 H -0.52 2.82 -4.09  0.05
20 H -0.74 1.24 -4.13  0.07

*iv*
A cluster of 2 separate species, C4H13NOS in total. Source: the OMol25 dataset; level of theory: wB97M-V/def2-TZVPD.

frontier orbital gap = 9.5 eV
structure (SMILES) = C[C@H](N)CCS.O
HOMO energy = -9.117 eV

Last column: Löwdin charge in e.
Positions of all 20 atoms, in Å:
1 C 1.75 -1.07 -1.95  -0.11
2 C 0.60 -0.41 -1.19  -0.41
3 N -0.53 -1.45 -1.14  -0.01
4 C 0.01 1.03 -1.79  -0.24
5 C -1.27 1.55 -1.26  -0.58
6 S -1.06 2.67 0.17  0.66
7 H 1.58 -2.06 -2.39  0.07
8 H 1.92 -0.57 -2.92  0.08
9 H 2.65 -1.19 -1.29  0.09
10 H 0.99 -0.31 -0.13  0.13
11 H -1.10 -1.19 -0.25  0.09
12 H 0.04 -2.25 -0.92  0.03
13 H -0.07 0.84 -2.91  0.12
14 H 0.91 1.66 -1.55  0.10
15 H -1.85 0.79 -0.83  0.03
16 H -1.72 2.22 -1.95  0.05
17 H -0.99 1.69 1.20  -0.11
18 O -0.73 -0.97 7.27  -0.09
19 H -0.43 -1.01 6.35  0.02
20 H -0.70 0.01 7.49  0.07

Which of them is the least stable? Correct choice: *iii*.

*i*
A cluster of 3 separate species, C4H13NOS in total. Source: the OMol25 dataset; level of theory: wB97M-V/def2-TZVPD.

frontier orbital gap = 8.0 eV
HOMO energy = -8.848 eV

Last column: Löwdin charge in e.
Positions of all 20 atoms, in Å:
1 C -0.59 -1.29 -0.52  -0.32
2 C -1.47 -0.28 -1.14  -0.62
3 S -2.41 0.85 0.01  0.64
4 C 0.12 -0.65 0.66  -0.36
5 N 0.54 0.71 0.39  -0.17
6 C 1.23 1.06 1.70  -0.07
7 H -1.13 -2.21 -0.22  0.12
8 H 0.12 -1.64 -1.26  0.11
9 H -2.29 -0.62 -1.78  0.06
10 H -0.84 0.41 -1.78  0.08
11 H -2.19 -0.90 0.87  0.17
12 H -0.53 -0.77 1.68  0.12
13 H 1.07 -1.23 0.78  0.13
14 H -0.27 1.33 0.12  0.03
15 H 0.66 1.71 2.37  0.08
16 H 2.27 1.35 1.60  0.08
17 H 1.15 0.15 2.26  0.04
18 H 1.63 1.01 -2.63  0.02
19 H 1.23 0.67 -1.13  -0.03
20 O 1.69 0.35 -1.95  -0.10

*ii*
A cluster of 2 separate species, C4H13NOS in total. Source: the OMol25 dataset; level of theory: wB97M-V/def2-TZVPD.

frontier orbital gap = 9.9 eV
structure (SMILES) = C[C@@H](N)CCS.O
HOMO energy = -9.115 eV

Last column: Löwdin charge in e.
Positions of all 20 atoms, in Å:
1 C 0.49 0.18 2.36  -0.07
2 C 0.05 0.42 0.92  -0.46
3 N 1.22 0.46 0.04  0.03
4 C -0.97 -0.62 0.43  -0.25
5 C -1.45 -0.39 -1.00  -0.59
6 S -2.43 1.09 -1.25  0.73
7 H 0.52 -0.89 2.55  0.07
8 H -0.20 0.53 3.13  0.07
9 H 1.47 0.57 2.59  0.07
10 H -0.49 1.35 0.74  0.11
11 H 1.57 1.40 0.00  0.08
12 H 1.95 -0.23 0.05  0.08
13 H -0.55 -1.63 0.54  0.12
14 H -1.87 -0.62 1.05  0.11
15 H -0.67 -0.52 -1.74  0.04
16 H -2.02 -1.30 -1.19  0.07
17 H -1.66 1.63 -2.20  -0.14
18 O 1.95 -0.30 -2.58  -0.08
19 H 1.92 -1.22 -2.30  0.03
20 H 1.17 0.08 -2.15  -0.01

Which of them is the least stable? Correct choice: *i*.